# 1
The following is a DFT calculation (ωB97M-V with the def2-TZVPD basis set) of an isolated molecule of C5H7NO.

The geometry in XYZ format:
```
14
Properties=species:S:1:pos:R:3:mulliken_charge:R:1
C -1.88 0.26 -0.01 -1.347
C -0.40 0.16 -0.30 0.932
C 0.61 1.00 0.44 -0.591
C 1.78 0.36 0.42 -0.405
N 1.66 -0.97 -0.10 -0.355
C 0.24 -1.21 -0.19 0.059
O -0.26 -2.30 -0.20 -0.533
H -2.19 1.31 0.00 0.376
H -2.15 -0.19 0.95 0.312
H -2.45 -0.25 -0.79 0.322
H -0.24 0.37 -1.37 0.145
H 0.42 1.98 0.87 0.396
H 2.74 0.67 0.82 0.408
H 2.06 -1.08 -1.02 0.282
```


# 2
The following is a DFT calculation (ωB97M-V with the def2-TZVPD basis set) of an isolated molecule of C5H12N2O.

The geometry in XYZ format:
```
20
Properties=species:S:1:pos:R:3:mulliken_charge:R:1
H 0.00 -1.43 3.08 0.221
N 0.98 -1.67 2.86 -0.688
C 1.25 -1.43 1.60 0.120
N 0.39 -0.83 0.58 -0.119
C 0.48 -1.32 -0.77 -0.646
C 0.36 -0.06 -1.66 -0.673
C -0.93 0.58 -1.52 -0.385
C -0.58 1.95 -0.83 -0.430
O -1.73 2.28 -0.02 -0.524
H 2.21 -1.72 1.18 0.334
H -0.33 -0.36 0.90 0.124
H 1.48 -1.86 -0.93 0.353
H -0.27 -2.06 -1.03 0.262
H 0.72 -0.25 -2.73 0.453
H 1.17 0.69 -1.28 0.211
H -1.20 0.74 -2.58 0.267
H -1.57 0.08 -0.78 0.301
H 0.28 1.68 -0.12 0.294
H -0.25 2.93 -1.39 0.256
H -1.51 2.56 0.80 0.269
```


# 3
14
Properties=species:S:1:pos:R:3:mulliken_charge:R:1 method="wB97M-V/def2-TZVPD" total_charge=+1
C -1.05 1.23 0.02 -1.148
C -0.31 0.01 -0.12 0.949
C -1.11 -1.26 -0.08 -1.322
N 0.97 -0.04 -0.13 -0.057
C 2.16 0.65 -0.08 -0.193
C 2.29 -0.63 0.06 -0.064
H -1.94 1.24 -0.64 0.380
H -0.67 2.31 -0.21 0.327
H -1.57 1.08 1.00 0.311
H -0.41 -2.03 -0.16 0.322
H -2.01 -1.23 -0.71 0.390
H -1.59 -1.37 1.00 0.326
H 2.61 1.62 -0.23 0.343
H 2.62 -1.59 0.29 0.436


Number 1: E_tot -324.69318 a.u.. Number 2: E_tot -382.36778 a.u.. Number 3: E_tot -249.66963 a.u..